{
  "formula": "C42H70O42",
  "method": "ωB97M-V/def2-TZVPD",
  "de_lowest_ev": 1.414,
  "gap_ev": 10.18,
  "total_energy_ev": -130681.9871,
  "elements": ["C", "C", "O", "C", "O", "O", "H", "H", "H", "H", "C", "C", "O", "C", "O", "O", "H", "H", "H", "H", "C", "C", "O", "C", "O", "O", "H", "H", "H", "H", "C", "C", "O", "C", "O", "O", "H", "H", "H", "H", "C", "C", "O", "C", "O", "O", "H", "H", "H", "H", "C", "C", "O", "C", "O", "O", "H", "H", "H", "H", "C", "C", "O", "C", "O", "O", "H", "H", "H", "H", "C", "O", "C", "O", "O", "C", "H", "H", "H", "H", "H", "H", "C", "O", "C", "O", "O", "C", "H", "H", "H", "H", "H", "H", "C", "O", "C", "O", "O", "C", "H", "H", "H", "H", "H", "H", "C", "O", "C", "O", "O", "C", "H", "H", "H", "H", "H", "H", "C", "O", "C", "O", "O", "C", "H", "H", "H", "H", "H", "H", "C", "O", "C", "O", "O", "C", "H", "H", "H", "H", "H", "H", "C", "O", "C", "O", "O", "C", "H", "H", "H", "H", "H", "H"],
  "positions_angstrom": [[-0.7283, -4.9129, 2.8868], [-0.0055, -5.0993, 1.5694], [-0.9462, -5.9351, 0.8649], [-1.9582, -6.3068, 1.6441], [-2.8661, -7.0154, 1.3141], [-1.8697, -5.7351, 2.8384], [-1.0219, -3.9110, 3.2025], [-0.0680, -5.2636, 3.6846], [0.9604, -5.5449, 1.7983], [0.1997, -4.0674, 1.2966], [2.5645, -2.7250, 7.3830], [2.4589, -1.4000, 6.5979], [2.3305, -1.8819, 5.2501], [2.4107, -3.2442, 5.1980], [2.2629, -3.8440, 4.1797], [2.6754, -3.7488, 6.3934], [1.8945, -3.0689, 8.1658], [3.5486, -2.6827, 7.8605], [3.2260, -0.6322, 6.6639], [1.5334, -0.9094, 6.9122], [4.9921, -5.1045, -0.4102], [3.8139, -5.1750, 0.5469], [3.3355, -3.8299, 0.6284], [3.9828, -3.0617, -0.2432], [3.7933, -1.8964, -0.4231], [4.9893, -3.7394, -0.8589], [4.9013, -5.7833, -1.2530], [5.8685, -5.2654, 0.2150], [4.1742, -5.5491, 1.5021], [2.9744, -5.7575, 0.1688], [2.5096, 1.5424, -2.0894], [2.8292, 1.6343, -0.5990], [3.7865, 2.6838, -0.6189], [4.0361, 3.1333, -1.8582], [4.9083, 3.9271, -2.0933], [3.3726, 2.4152, -2.7554], [1.4448, 1.7518, -2.2071], [2.6635, 0.4920, -2.3387], [3.2482, 0.6796, -0.2813], [2.0438, 1.9929, 0.0654], [1.9134, 2.3718, 6.0931], [2.7104, 1.9880, 4.8235], [1.7364, 1.2403, 4.0753], [0.5501, 1.2640, 4.6689], [-0.4253, 0.6706, 4.2910], [0.5899, 2.0336, 5.7431], [1.9920, 3.4461, 6.2456], [2.1590, 1.7740, 6.9716], [3.6343, 1.4135, 4.8843], [2.8587, 2.7661, 4.0674], [1.2272, -3.4535, -2.9516], [0.2509, -4.4102, -2.2004], [-0.1577, -5.3176, -3.2059], [0.1975, -4.9190, -4.4430], [-0.1406, -5.4310, -5.4649], [1.0160, -3.8903, -4.2766], [2.2731, -3.6890, -2.7440], [0.9991, -2.3890, -2.9710], [-0.6512, -3.9259, -1.8316], [0.8053, -5.0716, -1.5338], [-0.1323, 5.5277, -2.3610], [-0.8570, 6.7130, -1.7405], [-2.2176, 6.2736, -1.7405], [-2.2775, 4.9540, -1.8502], [-3.2389, 4.2627, -1.6835], [-1.0790, 4.4628, -2.2466], [0.6940, 5.2673, -1.6990], [0.0923, 5.6121, -3.4221], [-0.6516, 7.5672, -2.3833], [-0.5789, 6.9101, -0.7074], [-6.0836, -0.0631, -5.0446], [-5.0559, 0.7944, -5.5504], [-4.0489, 1.0811, -4.7275], [-3.9625, 0.6276, -3.6148], [-3.1576, 1.8379, -5.3692], [-2.1467, 2.5381, -4.6555], [-6.9889, 0.3896, -4.6478], [-5.7055, -0.8805, -4.4376], [-6.4296, -0.5066, -5.9825], [-1.8077, 1.9200, -3.8302], [-2.5542, 3.5241, -4.4213], [-1.3543, 2.8293, -5.3462], [-5.8990, 1.9283, -0.8837], [-6.5854, 1.1958, -1.8588], [-7.0768, -0.0213, -1.6811], [-7.8612, -0.5824, -2.3817], [-6.7191, -0.5114, -0.4606], [-6.8402, -1.8807, -0.1245], [-5.6919, 2.9300, -1.2614], [-4.8902, 1.5404, -0.7220], [-6.4118, 2.0181, 0.0731], [-5.9514, -2.2490, 0.3741], [-6.9878, -2.5904, -0.9428], [-7.7158, -2.0514, 0.5018], [7.6528, 2.2929, -0.3326], [6.4707, 2.0892, 0.4116], [6.3126, 0.8774, 1.0133], [7.0221, -0.0734, 0.8626], [5.1010, 0.8531, 1.5420], [4.5797, -0.2774, 2.2301], [7.6263, 3.2875, -0.7737], [7.7133, 1.6435, -1.2095], [8.5393, 2.1555, 0.2858], [4.6122, -1.1776, 1.6229], [3.5624, 0.0575, 2.4224], [5.1787, -0.4149, 3.1328], [-6.7046, 1.2523, 3.3792], [-6.1610, 0.0348, 2.9020], [-5.0462, 0.1378, 2.1862], [-4.4604, 1.1744, 1.9680], [-4.6928, -1.0668, 1.7918], [-3.4210, -1.2579, 1.1606], [-7.7500, 1.0928, 3.6455], [-6.7188, 2.0038, 2.5922], [-6.2293, 1.5941, 4.2977], [-2.8023, -0.3700, 1.2642], [-3.6389, -1.4518, 0.1093], [-3.0048, -2.1726, 1.5758], [-1.4007, 0.8785, -1.3883], [-0.6378, 0.5973, -0.2276], [-0.4036, -0.6308, 0.1918], [-0.5752, -1.6753, -0.3769], [0.2810, -0.4697, 1.3252], [0.7788, -1.6170, 1.9956], [-2.0030, 0.0371, -1.7242], [-0.6645, 1.2886, -2.0800], [-2.0807, 1.7177, -1.2207], [-0.0607, -2.3119, 2.0406], [1.1484, -1.3238, 2.9714], [1.5419, -2.1509, 1.4268], [2.1085, 1.3438, -6.0308], [1.0145, 0.4806, -6.3297], [0.2783, -0.0917, -5.3901], [0.2742, 0.2272, -4.2237], [-0.5701, -0.9263, -5.9635], [-1.4726, -1.5900, -5.0972], [2.9534, 0.8283, -5.5761], [1.6884, 2.1966, -5.5003], [2.5947, 1.7787, -6.9057], [-2.4513, -1.6209, -5.5875], [-1.7235, -1.0072, -4.2127], [-1.2329, -2.6458, -4.9924], [-1.2379, 3.2036, 1.8310], [-0.1313, 3.7058, 1.0715], [0.9444, 4.1135, 1.7642], [0.8913, 4.3584, 2.9413], [1.8898, 4.4920, 0.8906], [3.0952, 5.0451, 1.4342], [-1.0469, 3.1281, 2.8989], [-1.4153, 2.1629, 1.5558], [-2.1651, 3.7271, 1.6114], [3.8891, 4.6642, 0.7908], [3.3940, 4.6705, 2.4116], [3.1312, 6.1310, 1.3818]],
  "atomic_forces_ev_per_a": [[0.733, -0.192, 2.128], [-0.617, 0.529, 1.638], [1.802, 0.764, -1.379], [-1.633, -0.568, -0.140], [0.784, 0.265, -0.028], [-0.206, 0.031, 0.622], [-0.106, 0.131, -0.585], [-0.231, -0.051, 0.162], [-0.137, -0.671, -0.656], [-0.340, -0.343, -1.795], [2.900, 0.092, 0.678], [-2.160, -0.659, -0.012], [0.016, 0.182, 0.165], [-0.170, 0.972, -0.699], [0.094, -0.276, 0.068], [-0.396, -0.175, 0.148], [-0.731, 0.633, -0.393], [-0.068, -0.288, 0.244], [0.577, -0.608, 0.105], [-0.133, 0.119, -0.432], [0.037, 0.472, 0.457], [-0.584, -0.315, -0.318], [-0.161, -0.134, 0.410], [1.299, 0.605, -0.404], [-0.450, -0.218, -0.038], [-0.581, -0.318, 0.039], [0.264, 0.044, -0.013], [0.437, -0.100, -0.679], [-0.523, 0.230, 0.248], [0.134, -0.273, 0.144], [-1.979, -1.808, 1.167], [0.268, 0.551, -0.325], [0.551, 0.638, 0.602], [2.200, -0.384, 0.852], [-0.996, 0.066, -0.155], [-0.494, 0.317, -0.841], [0.224, 0.358, -0.727], [0.158, 0.267, -0.808], [0.233, 0.338, 0.435], [-0.313, -0.457, -0.247], [0.843, 0.110, -0.750], [-0.687, 0.318, -1.512], [0.428, -1.362, -0.244], [-1.161, -0.924, -0.817], [0.688, 0.468, 0.201], [-0.690, 0.599, 1.032], [-0.109, -0.113, 0.407], [0.338, 0.296, 0.048], [-0.186, -0.121, 0.500], [0.535, 0.764, 1.028], [-0.593, -1.024, -0.144], [0.654, 0.078, -0.285], [-1.068, -0.967, -0.595], [-0.074, -0.453, 1.021], [0.210, 0.361, 0.263], [0.862, 1.123, -2.489], [-0.045, 0.437, 0.346], [0.064, -0.053, 0.655], [0.361, 0.013, 0.562], [-0.378, 0.629, 0.781], [-0.018, -0.722, 0.946], [0.251, -0.284, -0.556], [-0.401, 1.269, 0.149], [0.036, -1.286, -0.485], [0.202, 0.471, 0.064], [-0.228, -0.186, 0.263], [0.433, -0.084, -0.643], [0.379, 0.290, 0.154], [-0.725, 0.343, 0.281], [0.159, 0.031, -0.056], [-0.489, -1.158, -1.691], [0.196, 0.809, 0.217], [-0.068, -0.501, 0.175], [0.545, 0.358, 0.436], [-0.529, -0.136, -0.899], [-0.335, 0.538, -0.111], [0.613, 0.641, 0.568], [0.107, 0.341, 0.318], [-0.084, -0.269, 0.137], [0.157, 0.463, 0.148], [-0.165, -0.297, 0.871], [0.131, -0.855, -0.177], [1.559, 0.551, 0.784], [-0.997, -0.201, -1.376], [-0.357, -0.306, 2.301], [0.192, 0.027, -1.086], [1.097, 0.384, -0.106], [-0.826, -1.342, -0.346], [-0.514, -0.075, -0.325], [-0.217, -0.386, 0.176], [-0.193, -0.276, -0.136], [0.031, 0.531, 0.242], [-0.024, 0.692, -0.606], [0.101, 0.317, 0.274], [0.623, -0.152, -0.742], [-0.426, -0.461, 1.132], [-0.637, 0.130, -2.196], [0.818, -0.253, 0.613], [-0.233, 1.295, 0.182], [0.583, 0.253, 0.025], [-0.232, 0.183, 0.531], [-0.088, -0.403, 0.305], [-0.004, 0.027, -0.040], [-0.046, 0.101, -0.039], [-0.053, -0.513, 0.308], [-0.305, -0.178, 0.148], [-0.863, 0.495, 0.096], [-0.313, -0.441, 0.075], [0.481, 1.014, 0.090], [-0.018, -0.359, -0.036], [0.138, -0.539, 0.474], [-0.634, 0.001, -0.555], [0.069, -0.488, -0.127], [0.393, 0.140, 0.156], [0.446, 0.079, -0.273], [0.094, -0.107, 0.160], [0.240, 0.141, -0.098], [0.212, 0.211, 0.193], [-0.091, 0.652, -0.570], [-0.645, 0.358, 0.705], [1.732, 0.381, -0.045], [-0.734, -0.429, -0.128], [0.261, 0.474, 0.411], [-0.661, -0.830, -0.594], [0.424, -0.113, -0.264], [-0.312, -0.629, -0.584], [-0.006, -0.147, 0.603], [0.046, -0.019, 0.624], [-0.171, 0.123, -0.039], [0.243, 0.404, -0.108], [-0.043, 0.597, 0.420], [0.621, -0.635, -1.612], [-0.281, 1.304, 0.471], [0.491, -0.311, 0.228], [0.371, -0.242, -0.238], [-1.934, -0.072, -0.343], [-0.453, -0.076, 0.783], [0.518, -0.117, 0.647], [-0.864, -0.460, -0.673], [0.220, 0.121, -0.512], [0.771, -0.327, 0.384], [0.555, 0.222, 0.501], [-0.503, -1.333, 0.315], [0.614, -0.434, -0.217], [-1.866, 1.880, -0.370], [1.245, -0.617, 0.477], [-0.082, -0.499, 0.644], [1.312, -0.523, -0.567], [0.134, 0.653, -0.046], [0.202, 0.076, -0.417], [0.290, 0.468, -0.027], [-0.126, 0.143, -0.231], [-0.742, 0.127, 0.241], [-0.486, 0.008, 0.199]],
  "lowdin_charge": [-0.14, -0.10, 0.09, -0.60, 0.16, 0.09, 0.12, 0.12, 0.12, 0.09, -0.09, -0.09, 0.04, -0.57, 0.16, 0.09, 0.14, 0.13, 0.12, 0.13, -0.10, -0.11, 0.05, -0.58, 0.14, 0.07, 0.13, 0.13, 0.13, 0.12, -0.12, -0.08, 0.03, -0.57, 0.14, 0.10, 0.11, 0.13, 0.11, 0.12, -0.09, -0.08, 0.03, -0.62, 0.15, 0.07, 0.14, 0.12, 0.12, 0.12, -0.08, -0.09, 0.05, -0.60, 0.16, 0.04, 0.12, 0.12, 0.13, 0.12, -0.10, -0.09, 0.08, -0.59, 0.15, 0.03, 0.13, 0.14, 0.13, 0.13, -0.04, 0.01, -0.60, 0.11, 0.01, -0.02, 0.09, 0.10, 0.10, 0.07, 0.09, 0.10, -0.04, 0.02, -0.58, 0.14, -0.02, -0.05, 0.09, 0.09, 0.09, 0.07, 0.10, 0.10, -0.06, -0.02, -0.59, 0.14, -0.02, -0.01, 0.09, 0.10, 0.10, 0.07, 0.09, 0.10, -0.04, 0.01, -0.62, 0.11, -0.02, 0.00, 0.09, 0.09, 0.10, 0.09, 0.10, 0.10, -0.02, -0.01, -0.63, 0.13, 0.00, -0.02, 0.09, 0.07, 0.09, 0.07, 0.08, 0.09, -0.03, 0.01, -0.61, 0.09, 0.04, -0.02, 0.10, 0.09, 0.09, 0.10, 0.09, 0.09, -0.01, 0.00, -0.59, 0.12, -0.01, -0.02, 0.09, 0.08, 0.10, 0.08, 0.09, 0.10]
}